1.
Here is an isolated molecule of C4H5N3 from the OMol25 dataset. Energies are from ωB97M-V/def2-TZVPD.

The value obtained for the orbital gap (alpha / beta) is 0.267 / 0.267 Eh. The value obtained for the LUMO energy (alpha / beta) is -0.2 / -0.2 eV. Its highest occupied orbital energy (alpha / beta) is -7.5 / -7.5 eV. The calculation puts the total energy at -319.4390 hartree. For the energy above the lowest of the compared OMol25 structures with the same formula, charge and spin, the calculation gives 717.4 kJ/mol. The largest force on an atom comes out at 0.75 eV Å⁻¹.

```
! wB97M-V def2-TZVPD RIJCOSX def2/J DEFGRID3
* xyz 0 1
C 1.042 -1.514 -0.628
N 0.200 1.673 0.369
H 2.761 -0.335 -0.436
N -1.055 -0.524 0.162
C -0.453 0.604 0.414
H -0.969 -2.337 -0.760
C 1.690 -0.377 -0.193
H 1.466 -2.400 -1.109
N -1.260 1.933 0.805
H -1.247 2.405 1.703
H -1.827 2.376 0.091
C -0.349 -1.504 -0.417
*
```

---

2.
Here is an isolated molecule of C4H5N3 from the OMol25 dataset. Energies are from ωB97M-V/def2-TZVPD.

The value obtained for the orbital gap is 0.402 Eh. The value obtained for the LUMO energy is 0.0 eV. Its highest occupied orbital energy is -11.0 eV. The calculation puts the total energy at -319.5487 hartree. For the energy above the lowest of the compared OMol25 structures with the same formula, charge and spin, the calculation gives 429.4 kJ/mol. The largest force on an atom comes out at 4.52 eV Å⁻¹.

```
! wB97M-V def2-TZVPD RIJCOSX def2/J DEFGRID3
* xyz 0 1
H 1.530 -1.749 -0.346
C 1.312 0.913 0.622
C 0.309 -0.076 0.396
N -2.132 0.798 1.076
H -1.316 1.516 -0.819
H 1.155 -0.431 -1.681
N -2.474 0.034 0.169
H -0.242 -1.468 -0.886
C -1.205 0.713 0.027
N 2.281 1.452 0.917
H 0.042 -0.712 1.200
C 0.739 -0.991 -0.676
*
```

---

3.
Here is an isolated molecule of C4H5N3 from the OMol25 dataset. Energies are from ωB97M-V/def2-TZVPD.

The value obtained for the orbital gap is 0.387 Eh. The value obtained for the LUMO energy is 0.2 eV. Its highest occupied orbital energy is -10.4 eV. The calculation puts the total energy at -319.6282 hartree. For the energy above the lowest of the compared OMol25 structures with the same formula, charge and spin, the calculation gives 220.6 kJ/mol. The largest force on an atom comes out at 1.14 eV Å⁻¹.

```
! wB97M-V def2-TZVPD RIJCOSX def2/J DEFGRID3
* xyz 0 1
H 0.557 1.367 0.727
H 0.827 -1.148 -2.165
N 0.451 -0.945 -1.242
C 1.212 -0.187 -0.575
H -2.223 -1.045 0.994
H 1.660 0.216 1.494
C -1.719 0.659 -0.250
N -1.946 1.523 -0.988
N -0.288 -0.501 1.313
H 2.172 0.200 -0.938
C 0.808 0.297 0.810
C -1.411 -0.367 0.740
*
```